69
Properties=species:S:1:pos:R:3:forces:R:3 method="wB97M-V/def2-TZVPD" spin_multiplicity=5 e_homo_ev="-12.7 / -13.1" charge=+2 de_lowest_ev=0.335 orbital_gap_ha="0.3147 / 0.2066" max_force_ev_per_a=1.215
Pd -0.27231 0.65907 -0.32090 0.50 0.28 -1.07
C 2.85153 -0.13880 -0.17733 -0.01 -0.01 -0.04
N 1.57820 -0.39173 0.53205 -0.14 0.01 0.28
C 1.16725 -1.80418 0.39559 -0.02 -0.03 -0.11
C 0.66848 -2.09402 -1.02562 -0.01 0.02 0.07
N -0.57443 -1.34831 -1.33515 -0.11 -0.13 0.24
C -1.74634 -2.02674 -0.72723 -0.01 -0.01 0.04
C -0.84398 -1.12426 -2.73280 0.04 0.00 -0.03
C -0.45110 -2.01663 -3.71011 -0.04 0.04 0.05
C -0.81890 -1.80276 -5.03616 0.01 -0.01 0.01
C -1.60494 -0.71321 -5.39168 -0.02 0.00 -0.03
C -2.01439 0.17918 -4.42464 -0.02 0.05 -0.03
C -1.61471 0.01392 -3.08776 0.00 -0.15 0.14
S -1.99833 1.23281 -1.94627 -0.15 0.13 -0.14
C 1.66305 0.13383 1.86751 0.02 -0.04 0.02
C 1.99492 -0.64207 2.95866 0.03 0.04 -0.04
C 2.18712 -0.04484 4.20097 0.00 -0.01 -0.02
C 2.07882 1.33399 4.35744 0.02 0.02 0.03
C 1.75337 2.12312 3.27553 0.01 0.05 0.01
C 1.48555 1.53627 2.02557 0.01 -0.09 -0.04
S 0.85238 2.50891 0.75677 -0.12 0.00 0.38
H 3.58982 -0.88969 0.12054 0.03 0.02 0.02
H 3.22520 0.84792 0.08691 -0.02 0.02 -0.05
H 2.68619 -0.16570 -1.24952 0.03 -0.07 0.01
H 0.38540 -1.99297 1.13031 0.00 0.01 -0.01
H 2.00701 -2.47696 0.60381 0.00 0.01 -0.01
H 0.49754 -3.17242 -1.11186 0.02 0.01 -0.02
H 1.41936 -1.81592 -1.76445 0.01 0.02 0.02
H -1.89888 -3.00032 -1.20159 -0.01 0.00 0.01
H -2.63053 -1.40929 -0.86835 0.00 -0.02 0.00
H -1.57593 -2.15641 0.33929 0.00 0.00 0.00
H 0.12388 -2.89609 -3.45364 0.01 0.00 0.01
H -0.50746 -2.51048 -5.79220 0.01 -0.01 -0.01
H -1.89596 -0.56856 -6.42237 -0.01 0.01 0.00
H -2.61920 1.03862 -4.68124 0.00 0.00 -0.01
H 2.13384 -1.70860 2.84994 -0.01 -0.02 0.00
H 2.46229 -0.66006 5.04692 0.00 -0.01 0.01
H 2.26163 1.78591 5.32234 0.00 0.01 0.00
H 1.66217 3.19635 3.37837 -0.01 0.01 0.00
O -1.95374 0.57345 1.10701 -0.03 -0.10 0.23
C -2.00732 -0.12594 2.14950 -0.03 0.15 -0.11
O -1.21757 -0.99975 2.53663 0.03 -0.05 0.09
C -3.24101 0.15443 3.02733 0.11 0.02 -0.04
N -3.07941 -0.70008 4.25885 -0.01 -0.06 0.08
C -4.08472 -1.81630 4.16418 0.02 0.00 0.01
C -5.24925 -1.16741 3.44058 -0.02 -0.02 0.02
C -4.57326 -0.27983 2.39049 -0.03 0.06 -0.03
H -3.24136 1.20335 3.31638 0.00 -0.02 0.05
H -3.20641 -0.16354 5.11373 0.01 0.00 -0.01
H -2.11061 -1.06452 4.19596 -0.03 0.01 -0.05
H -4.29846 -2.19910 5.15851 -0.02 -0.01 -0.01
H -3.61621 -2.59717 3.56665 -0.02 0.00 0.00
H -5.84147 -0.56780 4.13362 0.01 0.00 0.02
H -5.90975 -1.91260 3.00363 -0.01 0.01 -0.01
H -5.17915 0.58601 2.13718 0.00 -0.01 -0.04
H -4.38491 -0.82768 1.46696 0.02 -0.04 0.03
C 4.28039 1.02682 -3.26855 0.01 -0.04 -0.04
N 3.70002 2.32799 -2.97708 -0.11 0.04 0.04
C 4.40180 3.51929 -2.96977 0.02 0.11 0.03
C 3.52399 4.50423 -2.68771 0.11 0.02 -0.03
N 2.29935 3.89684 -2.53099 0.01 -0.11 0.06
C 2.40136 2.56414 -2.70500 -0.02 0.05 0.15
S 1.10371 1.45526 -2.67036 -0.12 -0.18 -0.07
H 5.13181 1.16557 -3.92918 -0.01 0.00 -0.01
H 3.53269 0.41186 -3.76296 0.01 -0.01 0.01
H 4.61258 0.54293 -2.35163 0.02 0.00 -0.02
H 5.45667 3.55434 -3.17300 0.01 0.02 -0.01
H 3.65955 5.56619 -2.59883 0.02 0.01 0.00
H 1.42309 4.35013 -2.32973 0.00 0.01 -0.04

***

68
Properties=species:S:1:pos:R:3:forces:R:3 method="wB97M-V/def2-TZVPD" spin_multiplicity=1 e_homo_ev=-8.4 de_lowest_ev=1.181 smiles="O=C(NCC(=O)N(CCN1CCOCC1)[C@@H](C(=O)NC1CCCC1)c1cccnc1)c1cccs1" orbital_gap_ha=0.3145 max_force_ev_per_a=0.750
O 0.37699 2.56439 -0.77786 0.03 0.04 0.12
C -0.68100 2.35477 -1.35038 0.22 -0.03 -0.19
N -0.81816 1.38585 -2.29500 0.01 -0.14 -0.28
C 0.20421 0.37186 -2.40420 -0.11 0.07 0.13
C -0.21094 -0.80771 -1.51872 0.08 0.25 -0.16
O -1.40936 -1.04824 -1.40947 -0.15 0.13 -0.18
N 0.73595 -1.52524 -0.89032 -0.12 -0.37 0.04
C 2.12972 -1.13605 -0.83335 0.47 0.55 0.20
C 2.37667 -0.10306 0.30024 -0.08 -0.20 -0.09
N 3.64346 0.57623 0.26174 0.15 0.05 -0.01
C 4.81330 -0.27528 0.33379 0.25 0.29 0.09
C 6.03343 0.61129 0.59565 -0.06 -0.40 0.11
O 6.18587 1.58100 -0.41407 0.11 -0.01 -0.12
C 5.03613 2.39263 -0.49993 -0.33 0.08 -0.21
C 3.78899 1.55813 -0.79540 0.27 0.21 0.14
C 0.32728 -2.60459 0.01568 -0.07 -0.11 0.16
C -0.12147 -2.02591 1.37926 0.03 -0.20 -0.46
O 0.52549 -2.23154 2.38705 0.29 -0.11 0.35
N -1.23942 -1.29689 1.31840 -0.32 0.15 -0.05
C -1.77805 -0.55597 2.43772 0.17 -0.12 0.30
C -3.31082 -0.65158 2.43901 -0.02 0.03 -0.08
C -3.76457 0.61142 1.71200 -0.06 0.04 0.21
C -2.81301 1.66784 2.26493 0.00 0.05 -0.12
C -1.45945 0.95310 2.31191 -0.02 0.09 0.14
C -0.68641 -3.52197 -0.62437 -0.17 -0.38 -0.04
C -1.73357 -4.08962 0.09036 0.21 -0.04 -0.15
C -2.60014 -4.95456 -0.55817 0.07 0.02 -0.06
C -2.38249 -5.22655 -1.89906 -0.28 -0.11 0.23
N -1.37517 -4.71143 -2.58366 0.09 -0.12 -0.51
C -0.55359 -3.89023 -1.96199 0.15 0.13 0.35
C -1.87056 3.17138 -1.09329 -0.65 0.30 0.17
C -1.90396 4.30145 -0.32006 0.22 -0.40 -0.27
C -3.19059 4.86187 -0.22106 -0.20 0.02 -0.03
C -4.12254 4.14951 -0.90997 0.05 -0.28 -0.18
S -3.45094 2.78484 -1.69808 0.27 0.41 0.35
H -1.74805 1.09854 -2.56654 0.12 0.02 0.06
H 0.27956 0.03538 -3.44238 0.09 -0.02 0.11
H 1.13430 0.83995 -2.08823 -0.02 -0.14 -0.13
H 2.72583 -2.03281 -0.65062 -0.06 0.05 -0.14
H 2.43611 -0.72838 -1.79743 0.04 -0.07 0.04
H 2.29464 -0.61453 1.26348 -0.11 -0.01 -0.03
H 1.59976 0.66533 0.25640 -0.08 -0.09 0.00
H 4.68829 -0.98278 1.15552 0.03 -0.06 0.01
H 4.98023 -0.83574 -0.60322 0.01 -0.04 0.05
H 6.95125 0.02071 0.59466 -0.06 0.01 0.06
H 5.91314 1.10452 1.57142 0.02 -0.07 -0.05
H 5.22548 3.10735 -1.30240 -0.06 0.00 0.06
H 4.88891 2.93170 0.44692 -0.02 -0.01 -0.07
H 2.90778 2.20190 -0.80311 -0.01 0.00 -0.07
H 3.91195 1.08978 -1.78922 -0.04 0.05 -0.01
H 1.22566 -3.19777 0.22699 -0.15 0.23 0.04
H -1.68958 -1.17633 0.41630 0.16 -0.12 0.00
H -1.33168 -0.98936 3.33599 -0.10 0.06 -0.12
H -3.65504 -1.56585 1.95738 -0.02 -0.10 0.09
H -3.67979 -0.64060 3.46498 -0.04 -0.01 0.04
H -4.81135 0.84875 1.89536 -0.07 0.00 -0.10
H -3.61841 0.49829 0.63614 -0.02 0.02 -0.12
H -2.77918 2.56993 1.65672 -0.03 0.08 0.02
H -3.12525 1.94751 3.27235 -0.05 0.05 0.05
H -0.84168 1.30205 3.13662 0.10 0.03 0.00
H -0.90553 1.13017 1.38872 0.06 0.00 -0.01
H -1.86619 -3.86543 1.13864 -0.05 0.03 0.07
H -3.42525 -5.40696 -0.03024 -0.07 -0.05 0.02
H -3.03342 -5.88943 -2.45330 -0.11 -0.07 0.04
H 0.25832 -3.50051 -2.56402 0.10 0.11 0.01
H -1.02351 4.69876 0.15122 0.19 0.02 0.07
H -3.41581 5.75106 0.33938 -0.07 0.14 0.08
H -5.17274 4.34362 -1.00378 -0.21 0.07 0.01

***

61
Properties=species:S:1:pos:R:3:forces:R:3 method="wB97M-V/def2-TZVPD" spin_multiplicity=1 e_homo_ev=-8.1 de_lowest_ev=0.112 smiles="CC(C)(C)[C@H]1CCC(=O)N([C@H](CSc2ccccc2)Cc2ccccc2)CC1" orbital_gap_ha=0.3190 max_force_ev_per_a=0.598
C 3.40904 2.78812 -3.37428 -0.22 -0.14 0.02
C 2.32123 1.70816 -3.29465 0.14 -0.04 -0.06
C 2.76924 0.55044 -4.19731 -0.13 0.14 0.16
C 1.01626 2.28943 -3.84440 0.20 -0.11 0.11
C 2.16577 1.19654 -1.83339 -0.32 0.21 -0.13
C 2.01903 2.32365 -0.80572 0.27 -0.25 -0.05
C 2.10619 1.83953 0.64600 -0.05 0.28 0.09
C 0.81083 1.31271 1.22842 0.32 0.03 -0.02
O 0.25684 1.89366 2.14540 -0.08 0.31 0.30
N 0.31907 0.16132 0.70344 -0.23 -0.06 0.09
C -0.82764 -0.44459 1.36405 -0.26 0.08 0.24
C -0.35924 -1.67584 2.14172 -0.40 0.14 0.42
S -1.64282 -2.34996 3.24192 0.17 -0.19 -0.04
C -1.95183 -1.06297 4.42226 0.14 -0.14 -0.24
C -3.16378 -1.13833 5.10132 0.06 -0.03 -0.07
C -3.48011 -0.19395 6.05767 -0.04 0.00 0.06
C -2.59622 0.83639 6.33675 -0.01 0.07 0.07
C -1.39054 0.90554 5.66172 0.02 0.07 0.05
C -1.05723 -0.04388 4.71138 -0.01 -0.01 0.02
C -2.04717 -0.69362 0.45188 0.09 0.08 0.14
C -1.94043 -1.77064 -0.59218 -0.18 0.08 -0.04
C -1.99365 -3.11719 -0.24374 0.03 -0.01 -0.03
C -1.89241 -4.10209 -1.21036 0.02 -0.10 0.00
C -1.75738 -3.76028 -2.54506 0.02 -0.07 -0.08
C -1.75130 -2.42484 -2.90868 0.02 -0.01 -0.11
C -1.84858 -1.44184 -1.94042 -0.02 -0.02 0.04
C 0.99590 -0.55072 -0.35856 0.11 0.01 -0.31
C 0.99763 0.21809 -1.68402 0.40 -0.19 0.05
H 4.30927 2.47167 -2.85193 0.16 -0.01 0.08
H 3.66990 2.97038 -4.41453 0.03 0.04 -0.11
H 3.06858 3.72958 -2.95250 0.03 0.13 0.08
H 3.70371 0.12449 -3.83853 0.14 -0.08 0.03
H 2.92789 0.91141 -5.21097 0.03 0.02 -0.13
H 2.02650 -0.24102 -4.24348 -0.06 -0.12 -0.03
H 1.19497 2.72884 -4.82340 -0.01 0.06 -0.12
H 0.25843 1.51902 -3.95725 -0.15 -0.07 -0.02
H 0.62980 3.06846 -3.19254 -0.11 0.13 0.06
H 3.09264 0.65684 -1.59918 0.04 -0.01 0.02
H 2.82175 3.04577 -0.94669 -0.05 0.06 -0.01
H 1.07135 2.84539 -0.94871 -0.03 0.11 -0.05
H 2.38363 2.68350 1.28108 -0.06 -0.17 0.01
H 2.88539 1.07918 0.73939 0.06 -0.01 0.00
H -1.14964 0.31267 2.09105 0.07 -0.26 -0.21
H 0.51923 -1.43095 2.74038 0.05 -0.01 -0.12
H -0.10686 -2.50395 1.47972 0.06 -0.03 0.04
H -3.84678 -1.94215 4.87029 -0.13 -0.05 -0.02
H -4.42276 -0.25887 6.58081 -0.08 0.00 0.04
H -2.84714 1.58114 7.07702 -0.02 0.06 0.06
H -0.69462 1.70432 5.86841 0.05 0.09 0.03
H -0.10785 0.03606 4.20722 0.06 0.01 -0.10
H -2.87443 -0.94528 1.12077 0.01 0.09 -0.04
H -2.28556 0.25625 -0.03102 -0.04 0.01 0.04
H -2.13704 -3.39951 0.78871 -0.03 -0.01 0.09
H -1.92940 -5.14171 -0.91952 -0.01 -0.09 0.02
H -1.67729 -4.52965 -3.29862 0.00 -0.06 -0.06
H -1.67787 -2.14739 -3.95038 0.00 0.02 -0.09
H -1.86558 -0.40338 -2.23734 0.02 0.12 0.00
H 0.46507 -1.49159 -0.50141 0.14 0.05 0.05
H 2.02453 -0.79214 -0.06418 -0.06 -0.08 -0.05
H 1.02349 -0.51766 -2.48663 -0.07 -0.01 -0.08
H 0.05998 0.76743 -1.75721 -0.11 -0.03 -0.07

***

61
Properties=species:S:1:pos:R:3:forces:R:3 method="wB97M-V/def2-TZVPD" spin_multiplicity=1 e_homo_ev=-3.7 charge=-1 de_lowest_ev=0.000 orbital_gap_ha=0.2225 max_force_ev_per_a=2.658
O -0.02654 -1.24693 -2.86681 0.34 0.28 -2.62
C 0.23232 0.02840 -3.53509 -0.26 0.94 0.62
C 0.08903 -0.47012 -4.97218 -0.08 -0.72 0.89
H 1.23513 0.43345 -3.31178 -0.39 -0.17 0.08
H -0.53389 0.74352 -3.23421 0.28 -0.06 -0.23
C 0.05649 -1.84865 -4.23956 -0.25 -0.72 -0.35
H 0.94672 -0.25984 -5.62817 -0.38 -0.27 0.19
H -0.86817 -0.25030 -5.46220 0.35 0.15 0.17
C 1.38391 -2.58583 -4.38587 -0.14 0.02 0.24
H 2.18822 -1.83968 -4.25411 -0.14 -0.56 0.08
H 1.47871 -3.03923 -5.38941 -0.05 0.20 0.41
H 1.43758 -3.37378 -3.61307 0.20 0.34 -0.35
C -1.14935 -2.72814 -4.60190 0.28 -0.19 0.12
H -2.09749 -2.16711 -4.67973 0.49 -0.16 0.19
H -1.27223 -3.56192 -3.89015 0.03 0.41 -0.10
H -0.93639 -3.19015 -5.58049 -0.15 0.22 0.20
Sn -0.36806 -0.57252 0.82712 0.34 0.60 2.41
C -2.96214 -1.86417 3.29626 -0.24 0.80 -0.16
C -2.23496 -0.67797 3.55945 -0.29 -0.46 -0.34
C -2.43165 0.22098 2.45854 0.06 -0.67 -0.17
H -1.74201 -0.42511 4.50098 0.04 -0.25 -0.57
C -3.35354 -0.40794 1.54567 -0.15 -0.35 0.53
C -3.69185 -1.67573 2.08352 0.27 0.25 0.01
H -4.41975 -2.38321 1.67222 0.47 0.25 0.00
H -2.97808 -2.75914 3.92607 -0.05 0.42 -0.24
H -2.05698 1.24274 2.41050 -0.28 -0.22 0.05
H -3.79655 0.07978 0.67368 0.21 -0.27 0.22
C 1.06403 -2.94581 3.31805 -0.06 0.14 -0.51
C 0.40294 -3.92383 2.51064 0.38 0.30 -0.23
C 0.61880 -3.60399 1.15793 0.26 -0.20 0.43
H -0.12696 -4.79576 2.90681 0.05 0.43 -0.29
C 1.44433 -2.42064 1.10612 -0.94 0.23 0.40
C 1.67985 -2.01092 2.46871 0.20 -0.63 0.23
H 2.29845 -1.17255 2.78715 -0.25 -0.27 -0.18
H 1.06409 -2.91470 4.41051 -0.04 0.03 -0.42
H 0.30996 -4.19532 0.29400 0.02 0.25 0.29
H 1.95461 -2.03932 0.22376 -0.01 -0.12 0.14
O 1.63650 3.33125 -2.39014 -1.52 -1.08 1.16
C 1.29763 2.51997 -1.18149 0.12 0.33 0.07
C -0.26771 2.35033 -1.11226 1.27 0.59 -0.83
H 1.63072 3.17250 -0.34035 -0.21 -0.81 -0.28
H 1.84759 1.56493 -1.16612 0.00 0.54 -0.28
C -0.56738 3.79845 -1.48933 0.10 0.50 0.00
H -0.68648 2.07409 -0.12775 0.47 0.31 -0.40
H -0.64591 1.61846 -1.84064 0.30 0.48 0.49
C 0.53352 4.25980 -2.51348 -0.02 -0.09 0.22
H -0.42652 4.33810 -0.53053 -0.39 0.20 -0.70
H -1.56643 3.93427 -1.89625 -0.11 0.25 0.17
H 0.88917 5.28984 -2.28148 -0.20 -0.58 -0.05
H 0.19354 4.26982 -3.57352 0.08 -0.18 0.66
C 1.74345 2.74007 4.58359 -0.22 -0.02 -0.31
C 1.25204 1.49549 5.00936 -0.28 -0.37 -0.90
C 0.68658 0.59485 4.05611 0.80 0.58 1.26
C 0.54952 0.95131 2.71663 -0.66 -0.67 -1.47
C 0.89736 2.24549 2.34537 0.90 0.84 0.63
C 1.57543 3.11766 3.24180 -0.49 -0.39 -0.13
H 2.21755 3.42883 5.29312 -0.13 -0.31 -0.28
H 1.32606 1.20350 6.06695 -0.01 0.11 -0.51
H 0.39997 -0.39789 4.42857 0.11 0.39 -0.41
H 0.69007 2.61721 1.33429 0.25 -0.20 0.47
H 1.95512 4.08310 2.87457 -0.25 -0.38 0.27